DFT (wB97M-V/def2-TZVPD) results for C20H30N12O4STi as an isolated structure.

Properties
Relative energy (zero: lowest compared OMol25 entry of this formula, charge and spin) = 0.0 kcal/mol
2S+1 = 3
Gap between HOMO and LUMO (spin up / spin down) = 0.1817 / 0.2667 hartree
HOMO level (spin up / spin down) = -4.82 / -7.14 eV
LUMO energy (spin up / spin down) = 0.1218 / 0.1136 eV
Charge = 0

The geometry in XYZ format:
```
68
Properties=species:S:1:pos:R:3:mulliken_charge:R:1
Ti 0.813 0.295 1.104 -0.21
O 3.637 -1.134 -1.881 -0.72
C 3.483 -0.187 -2.849 0.19
C 4.153 -0.367 -4.055 -0.61
C 4.020 0.563 -5.070 -0.39
C 3.218 1.686 -4.893 -0.69
C 2.548 1.862 -3.696 -0.50
C 2.664 0.938 -2.658 0.43
C 1.894 1.108 -1.405 0.82
O 2.222 0.349 -0.371 -0.80
N 0.906 1.937 -1.343 -0.97
N 0.279 1.835 -0.108 0.78
C -0.893 2.488 -0.059 -1.16
C -1.817 2.448 1.016 0.97
C -3.040 3.152 0.890 -1.14
C -4.007 3.151 1.876 -0.67
C -3.792 2.447 3.059 -0.65
C -2.596 1.751 3.222 0.76
C -1.614 1.722 2.233 0.20
O -0.500 1.006 2.448 -0.97
H 3.200 -0.737 -1.082 0.44
H 4.778 -1.243 -4.171 0.42
H 4.550 0.415 -6.002 0.37
H 3.117 2.416 -5.685 0.40
H 1.910 2.720 -3.536 0.45
H -1.157 3.071 -0.936 0.24
H -3.211 3.706 -0.026 0.36
H -4.927 3.702 1.727 0.39
H -4.537 2.440 3.844 0.37
H -2.398 1.202 4.138 0.37
N -1.948 -2.434 2.348 -0.71
N -2.718 -1.324 1.949 0.18
C -3.593 -1.398 0.949 0.28
N -4.086 -0.205 0.529 -0.17
S -4.061 -2.849 0.243 -0.39
H -2.572 -3.117 2.768 0.27
H -1.320 -2.081 3.061 0.18
H -2.504 -0.429 2.369 0.13
H -3.891 0.659 1.019 0.07
H -4.913 -0.248 -0.038 0.22
C -2.048 -1.200 -2.494 -0.99
N -1.072 -2.149 -1.983 0.21
C -1.375 -3.544 -2.284 -1.12
C -0.346 -1.789 -0.890 -0.19
N -0.561 -0.763 -0.152 1.19
N 0.778 -2.587 -0.682 0.15
C 1.677 -2.531 0.350 -0.03
N 2.752 -3.368 0.162 -0.59
N 1.504 -1.791 1.390 -0.21
H -2.275 -1.476 -3.523 0.35
H -1.622 -0.196 -2.497 0.30
H -2.975 -1.219 -1.914 0.27
H -1.258 -3.726 -3.353 0.33
H -2.401 -3.767 -1.984 0.29
H -0.724 -4.216 -1.732 0.36
H -1.433 -0.294 -0.374 -0.27
H 1.056 -3.138 -1.476 0.35
H 3.089 -3.427 -0.790 0.24
H 3.508 -3.218 0.811 0.26
H 2.284 -1.858 2.035 0.27
N 3.698 1.867 3.933 -0.48
C 2.458 1.514 3.502 0.64
N 1.390 2.039 4.112 -0.28
O 2.351 0.675 2.585 -0.48
H 3.827 2.664 4.530 0.18
H 4.461 1.605 3.334 0.26
H 1.471 2.801 4.759 0.20
H 0.487 1.776 3.701 0.25
```